{"formula": "C26H22ClDyN4O2", "method": "ωB97M-V/def2-TZVPD", "elements": ["Dy", "Cl", "C", "C", "C", "C", "O", "C", "C", "O", "C", "H", "H", "H", "H", "C", "C", "N", "C", "C", "C", "C", "C", "C", "C", "C", "N", "C", "N", "H", "H", "H", "H", "H", "H", "H", "H", "H", "C", "C", "C", "C", "C", "C", "C", "C", "N", "H", "H", "H", "H", "H", "H", "H", "H", "H"], "xyz": [[-0.174, 0.592, 0.523], [6.157, 0.140, 3.978], [4.772, 0.009, 2.943], [4.958, -0.160, 1.561], [3.878, -0.300, 0.731], [2.550, -0.257, 1.217], [1.560, -0.524, 0.425], [2.380, 0.020, 2.620], [1.119, 0.297, 3.215], [0.064, 0.615, 2.622], [3.515, 0.090, 3.462], [5.962, -0.188, 1.161], [4.010, -0.456, -0.331], [1.090, 0.286, 4.311], [3.374, 0.252, 4.524], [-4.402, -1.162, -0.279], [-3.021, -1.114, -0.261], [-2.340, -0.331, 0.583], [-3.044, 0.433, 1.428], [-4.429, 0.499, 1.451], [-5.117, -0.342, 0.573], [-5.101, 1.397, 2.400], [-6.164, 2.167, 2.164], [-6.763, 2.477, 0.857], [-6.001, 2.748, -0.279], [-6.692, 3.071, -1.432], [-8.021, 3.115, -1.482], [-8.652, 2.862, -0.342], [-8.097, 2.568, 0.824], [-4.904, -1.830, -0.965], [-2.432, -1.720, -0.937], [-2.469, 1.047, 2.119], [-6.199, -0.361, 0.582], [-4.687, 1.401, 3.403], [-6.642, 2.662, 3.001], [-4.919, 2.752, -0.254], [-6.171, 3.317, -2.351], [-9.736, 2.914, -0.363], [-2.035, 1.365, -2.271], [-2.143, 2.709, -1.584], [-3.213, 3.534, -1.909], [-3.342, 4.807, -1.384], [-2.343, 5.283, -0.533], [-1.253, 4.510, -0.195], [-0.165, 5.025, 0.700], [-1.113, 3.162, -0.688], [-0.040, 2.424, -0.358], [-2.908, 0.740, -2.066], [-1.131, 0.831, -1.958], [-1.975, 1.499, -3.353], [-3.957, 3.173, -2.617], [-4.178, 5.438, -1.659], [-2.419, 6.292, -0.138], [-0.307, 6.083, 0.925], [0.808, 4.880, 0.225], [-0.137, 4.458, 1.635]], "lowdin_spin": [5.079, 0.000, 0.001, 0.001, 0.000, -0.001, -0.019, 0.001, 0.006, -0.013, 0.001, 0.000, 0.000, 0.000, 0.000, 0.000, 0.000, -0.017, -0.003, 0.000, 0.001, 0.000, 0.000, 0.000, 0.000, 0.000, 0.000, 0.000, 0.000, 0.000, 0.000, -0.001, 0.000, 0.000, 0.000, 0.000, 0.000, 0.000, -0.001, 0.001, 0.000, 0.003, 0.000, 0.001, 0.000, -0.003, -0.032, 0.000, -0.002, 0.000, 0.000, 0.000, 0.000, 0.000, 0.000, 0.000], "homo_energy_ev": [-5.713, -5.777], "orbital_gap_ev": [4.6, 4.7], "de_lowest_ev": 0.000, "total_charge": 0, "spin_multiplicity": 6}

---

{"formula": "C26H22F2N3O4SW", "method": "ωB97M-V/def2-TZVPD", "elements": ["W", "F", "C", "C", "C", "C", "C", "F", "C", "C", "C", "C", "C", "C", "N", "H", "H", "H", "H", "H", "H", "C", "C", "C", "C", "C", "C", "C", "S", "O", "O", "N", "C", "C", "O", "O", "H", "H", "H", "H", "H", "H", "H", "H", "H", "C", "C", "C", "C", "N", "C", "C", "H", "H", "H", "H", "H", "H", "H"], "xyz": [[-0.564, 1.020, -0.369], [0.284, 3.778, 4.257], [-0.230, 2.690, 3.714], [-0.087, 2.507, 2.345], [-0.638, 1.373, 1.766], [-1.334, 0.445, 2.547], [-1.415, 0.664, 3.929], [-2.054, -0.210, 4.696], [-0.870, 1.775, 4.530], [-2.021, -0.597, 1.808], [-2.767, -1.630, 2.358], [-3.447, -2.506, 1.532], [-3.365, -2.345, 0.154], [-2.600, -1.328, -0.350], [-1.926, -0.446, 0.444], [0.439, 3.274, 1.795], [-0.959, 1.929, 5.598], [-2.820, -1.732, 3.428], [-4.041, -3.303, 1.960], [-3.892, -2.997, -0.529], [-2.513, -1.185, -1.412], [0.257, -5.274, -0.897], [0.152, -3.889, -1.454], [-0.512, -3.670, -2.669], [-0.614, -2.408, -3.230], [-0.003, -1.350, -2.570], [0.699, -1.531, -1.370], [0.759, -2.802, -0.817], [-0.328, 0.277, -3.068], [-0.366, 0.548, -4.453], [0.600, 1.099, -2.174], [-1.712, 0.598, -2.273], [-2.549, 1.616, -2.828], [-2.173, 3.073, -2.576], [-2.033, 4.160, -2.744], [-1.284, 2.510, -0.597], [-0.701, -5.789, -0.953], [0.604, -5.272, 0.133], [0.967, -5.852, -1.493], [-0.956, -4.512, -3.186], [-1.149, -2.259, -4.161], [1.387, -0.758, -1.034], [1.338, -2.970, 0.083], [-3.573, 1.548, -2.445], [-2.577, 1.592, -3.927], [5.549, 2.602, 0.704], [4.113, 2.254, 0.523], [3.268, 3.055, -0.258], [1.949, 2.721, -0.415], [1.419, 1.611, 0.156], [2.209, 0.849, 0.948], [3.538, 1.134, 1.135], [6.032, 2.732, -0.266], [6.083, 1.844, 1.272], [5.629, 3.557, 1.229], [3.640, 3.954, -0.732], [1.287, 3.332, -1.011], [1.742, 0.006, 1.444], [4.128, 0.488, 1.772]], "nbo_charge": [2.184, -0.266, 0.467, -0.280, -0.279, -0.150, 0.466, -0.281, -0.293, 0.256, -0.223, -0.041, -0.237, 0.073, -0.574, 0.244, 0.292, 0.283, 0.268, 0.266, 0.244, -0.658, 0.066, -0.151, -0.149, -0.378, -0.292, -0.119, 2.300, -0.806, -0.914, -0.934, -0.363, 0.922, -0.196, -0.610, 0.253, 0.239, 0.273, 0.262, 0.267, 0.254, 0.238, 0.311, 0.330, -0.668, 0.163, -0.217, 0.077, -0.554, 0.069, -0.227, 0.270, 0.251, 0.275, 0.270, 0.230, 0.230, 0.267], "homo_energy_ev": -17.312, "orbital_gap_ev": 6.0, "de_lowest_ev": 0.241, "total_charge": 3}

---

{"formula": "C26H22FeI2N5O4PS2", "method": "ωB97M-V/def2-TZVPD", "elements": ["Fe", "I", "C", "I", "H", "H", "O", "C", "C", "C", "C", "C", "C", "C", "O", "N", "O", "O", "H", "H", "H", "H", "N", "C", "C", "N", "C", "C", "N", "C", "C", "N", "H", "H", "H", "H", "H", "H", "S", "P", "S", "C", "C", "C", "C", "C", "C", "C", "C", "C", "C", "C", "C", "H", "H", "H", "H", "H", "H", "H", "H", "H", "H"], "xyz": [[8.353, 7.425, 16.467], [13.198, 8.834, 17.138], [12.069, 8.334, 18.890], [10.035, 7.392, 19.083], [11.902, 9.356, 19.333], [12.799, 7.721, 19.477], [10.120, 10.933, 18.270], [9.712, 11.807, 17.515], [8.514, 11.706, 16.676], [7.639, 12.738, 16.433], [6.577, 12.609, 15.606], [6.314, 11.422, 14.910], [7.247, 10.381, 14.985], [8.316, 10.416, 15.987], [8.982, 9.369, 16.317], [5.727, 13.738, 15.243], [5.997, 14.754, 15.877], [4.921, 13.574, 14.340], [10.322, 12.745, 17.424], [7.739, 13.768, 16.940], [5.465, 11.291, 14.274], [7.204, 9.553, 14.286], [5.935, 5.890, 13.949], [4.816, 6.177, 14.737], [5.285, 6.692, 15.879], [6.674, 6.743, 15.846], [7.045, 6.270, 14.598], [8.467, 6.156, 14.229], [9.422, 6.498, 15.144], [10.637, 6.289, 14.525], [10.441, 5.714, 13.301], [9.062, 5.664, 13.112], [5.908, 5.397, 13.093], [3.801, 5.821, 14.467], [4.746, 7.083, 16.706], [11.488, 6.752, 15.007], [11.186, 5.151, 12.696], [8.601, 5.373, 12.283], [8.747, 7.037, 9.557], [9.115, 8.873, 10.333], [9.531, 9.009, 12.273], [10.513, 9.653, 9.536], [10.356, 10.096, 8.210], [11.367, 10.845, 7.612], [12.551, 11.032, 8.304], [12.752, 10.495, 9.572], [11.733, 9.850, 10.207], [7.611, 9.754, 9.954], [6.375, 9.193, 9.596], [5.390, 10.003, 9.060], [5.529, 11.397, 9.077], [6.710, 11.942, 9.577], [7.790, 11.139, 9.914], [9.395, 9.938, 7.695], [11.315, 11.255, 6.578], [13.341, 11.641, 7.850], [13.707, 10.680, 10.131], [11.925, 9.444, 11.235], [6.223, 8.114, 9.605], [4.566, 9.483, 8.540], [4.742, 12.032, 8.734], [6.794, 13.027, 9.514], [8.760, 11.589, 10.206]], "lowdin_spin": [3.674, 0.001, 0.002, 0.021, 0.000, 0.000, 0.002, 0.001, 0.006, 0.000, 0.004, 0.000, 0.007, 0.009, 0.094, 0.000, 0.001, 0.001, 0.000, 0.000, 0.000, 0.000, 0.008, 0.007, 0.012, 0.046, 0.024, 0.014, 0.041, 0.012, 0.002, 0.007, 0.000, 0.001, 0.001, 0.000, 0.000, 0.000, 0.000, 0.000, 0.000, 0.000, 0.000, 0.000, 0.000, 0.000, 0.000, 0.000, 0.000, 0.000, 0.000, 0.000, 0.000, 0.000, 0.000, 0.000, 0.000, 0.000, 0.000, 0.000, 0.000, 0.000, 0.000], "homo_energy_ev": [-6.753, -6.752], "orbital_gap_ev": [5.3, 5.1], "de_lowest_ev": 2.816, "total_charge": 0, "spin_multiplicity": 5}

---

{"formula": "C26H22N4O3S", "method": "ωB97M-V/def2-TZVPD", "elements": ["C", "C", "C", "O", "N", "C", "C", "C", "N", "C", "C", "C", "C", "C", "C", "N", "C", "N", "C", "C", "C", "C", "C", "C", "C", "H", "H", "H", "H", "H", "H", "H", "H", "H", "H", "H", "S", "O", "O", "C", "C", "C", "C", "C", "C", "H", "H", "H", "H", "H", "H", "H", "H", "H", "H", "H"], "xyz": [[4.262, 0.096, 3.271], [2.963, 0.340, 4.042], [1.773, -0.128, 3.236], [1.139, -1.128, 3.471], [1.497, 0.724, 2.183], [0.658, 0.470, 1.123], [0.969, 0.745, -0.196], [-0.137, 0.326, -0.975], [-0.357, 0.315, -2.268], [-1.559, -0.173, -2.644], [-1.880, -0.204, -4.017], [-3.091, -0.683, -4.431], [-4.033, -1.156, -3.500], [-3.754, -1.148, -2.162], [-2.516, -0.661, -1.700], [-2.264, -0.675, -0.371], [-1.105, -0.186, -0.034], [-0.593, -0.072, 1.230], [-1.373, -0.306, 2.429], [-2.776, 0.211, 2.243], [-3.872, -0.623, 2.404], [-5.153, -0.137, 2.215], [-5.350, 1.185, 1.858], [-4.260, 2.024, 1.697], [-2.980, 1.540, 1.893], [-2.130, 2.197, 1.764], [-4.407, 3.057, 1.418], [-6.350, 1.563, 1.702], [-6.001, -0.795, 2.341], [-3.720, -1.658, 2.671], [-1.380, -1.375, 2.657], [-0.887, 0.217, 3.256], [-4.459, -1.502, -1.426], [-4.983, -1.526, -3.854], [-3.336, -0.701, -5.482], [-1.147, 0.170, -4.715], [2.460, 1.523, -0.749], [3.281, 1.726, 0.438], [2.147, 2.690, -1.521], [3.242, 0.300, -1.793], [2.687, 0.048, -3.032], [3.261, -0.921, -3.837], [4.375, -1.619, -3.394], [4.919, -1.356, -2.147], [4.347, -0.390, -1.335], [4.748, -0.155, -0.362], [5.787, -1.901, -1.807], [4.822, -2.373, -4.025], [2.842, -1.133, -4.809], [1.815, 0.605, -3.337], [2.269, 1.328, 1.882], [2.857, 1.404, 4.262], [2.976, -0.220, 4.978], [5.112, 0.391, 3.881], [4.362, -0.960, 3.028], [4.284, 0.673, 2.348]], "nbo_charge": [-0.607, -0.496, 0.703, -0.588, -0.660, 0.476, -0.530, 0.149, -0.388, 0.094, -0.188, -0.211, -0.208, -0.215, 0.179, -0.435, 0.398, -0.374, -0.245, 0.066, -0.220, -0.204, -0.217, -0.190, -0.247, 0.210, 0.214, 0.214, 0.213, 0.212, 0.229, 0.232, 0.226, 0.215, 0.215, 0.221, 2.200, -0.987, -0.908, -0.249, -0.212, -0.197, -0.188, -0.213, -0.213, 0.237, 0.220, 0.217, 0.219, 0.261, 0.457, 0.221, 0.234, 0.219, 0.212, 0.224], "homo_energy_ev": -8.352, "orbital_gap_ev": 8.0, "de_lowest_ev": 1.771, "total_charge": 0, "smiles": "CCC(=O)Nc1c(S(=O)(=O)c2ccccc2)c2nc3ccccc3nc2n1Cc1ccccc1"}